1.
# C18H32N3O3SW

A molecular structure, C18H32N3O3SW in a non-equilibrium geometry (ωB97M-V with the def2-TZVPD basis set, the Open Molecules 2025 dataset).

## Properties
Multiplicity ... 3
Lowest unoccupied orbital energy (spin up / spin down) ... -8.946 / -10.120 eV
Total charge ... +3
DFT total energy ... -42435.443 eV
Gap between HOMO and LUMO (spin up / spin down) ... 8.814 / 7.821 eV

```
58
C18H32N3O3SW ωB97M-V with the def2-TZVPD basis set
W -14.34 -8.32 3.91
C -15.43 -6.70 5.25
C -15.31 -7.99 5.90
C -13.92 -8.22 6.16
C -13.17 -7.15 5.60
C -14.10 -6.21 5.07
C -13.76 -4.80 4.61
C -11.74 -6.78 5.80
C -13.40 -9.31 7.04
C -16.41 -8.74 6.47
C -16.65 -5.83 4.95
H -13.57 -4.17 5.51
H -14.55 -4.28 4.02
H -12.86 -4.80 4.02
H -11.68 -6.01 6.58
H -11.31 -6.38 4.89
H -11.17 -7.61 6.15
H -13.55 -8.93 8.03
H -12.35 -9.51 6.95
H -13.91 -10.25 6.91
H -16.58 -8.43 7.49
H -16.15 -9.83 6.46
H -17.32 -8.66 5.87
H -16.57 -4.93 5.56
H -17.53 -6.37 5.20
H -16.68 -5.55 3.91
S -12.12 -9.29 3.66
C -11.04 -8.08 2.95
N -11.36 -6.95 2.26
C -10.12 -6.34 1.79
C -9.00 -7.14 2.51
N -9.76 -8.21 3.14
H -12.24 -6.69 1.80
H -10.12 -5.25 1.90
H -9.99 -6.49 0.74
H -8.59 -6.49 3.27
H -8.26 -7.55 1.84
H -9.36 -8.88 3.80
O -14.75 -10.44 3.40
H -15.44 -10.96 3.83
H -14.04 -10.99 3.07
O -14.52 -7.86 1.69
C -15.77 -8.01 1.76
O -16.28 -8.16 2.94
C -16.73 -7.95 0.56
N -15.94 -7.59 -0.71
C -16.47 -6.27 -1.22
C -17.16 -5.67 -0.03
C -17.80 -6.88 0.69
H -17.17 -8.98 0.49
H -16.09 -8.28 -1.42
H -14.93 -7.58 -0.53
H -17.16 -6.57 -2.00
H -15.72 -5.73 -1.74
H -17.95 -4.92 -0.36
H -16.50 -5.13 0.59
H -18.77 -7.13 0.19
H -18.06 -6.68 1.75
```

---

2.
# C5H11P

C5H11P in the gas phase in a non-equilibrium geometry (ωB97M-V with the def2-TZVPD basis set, the Open Molecules 2025 dataset).

## Properties
Lowest unoccupied orbital energy (spin up / spin down) ... 0.162 / 0.161 eV
SMILES string ... C=C[P@@H](C)=CC
DFT total energy ... -14646.687 eV
Energy relative to the best compared isomer or geometry (same formula, charge and spin) ... 106.91 kcal/mol
Gap between HOMO and LUMO (spin up / spin down) ... 7.346 / 7.348 eV

```
17
C5H11P ωB97M-V with the def2-TZVPD basis set
C -2.74 -1.21 0.06
C -2.28 0.02 0.13
C 2.57 -1.37 -0.10
C -0.11 2.23 -0.02
C 1.77 -0.07 0.19
P -0.09 0.30 0.03
H -3.82 -1.61 0.00
H -2.06 -2.03 0.30
H -2.79 0.91 0.36
H 2.42 -2.26 0.59
H 3.72 -1.20 -0.16
H 2.36 -1.80 -1.08
H -1.06 2.48 0.53
H -0.36 2.41 -1.04
H 0.73 2.84 0.26
H 2.07 0.53 1.13
H -0.33 -0.16 -1.18
```

---

3.
# C30H51CeNP2

A molecular structure, C30H51CeNP2 in a non-equilibrium geometry (ωB97M-V with the def2-TZVPD basis set, the Open Molecules 2025 dataset).

## Properties
Lowest unoccupied orbital energy (spin up / spin down) ... -7.630 / -7.631 eV
Total charge ... +2
DFT total energy ... -64910.354 eV
Energy relative to the best compared isomer or geometry (same formula, charge and spin) ... 165.01 kcal/mol
Gap between HOMO and LUMO (spin up / spin down) ... 3.855 / 3.854 eV

```
85
C30H51CeNP2 ωB97M-V with the def2-TZVPD basis set
Ce -1.86 0.15 0.16
C -3.14 1.03 -1.53
C -3.08 -0.44 -1.76
C -4.05 -0.06 0.42
C -3.73 1.27 -0.19
C -3.66 -1.11 -0.56
C -2.78 2.08 -2.51
H -2.14 1.68 -3.29
H -2.29 2.93 -2.03
H -3.70 2.44 -2.97
C -3.94 2.57 0.45
H -3.33 3.35 0.00
H -3.70 2.52 1.51
H -4.99 2.84 0.34
C -4.65 -0.26 1.74
H -5.73 -0.09 1.67
H -4.24 0.45 2.47
H -4.47 -1.27 2.11
C -3.92 -2.55 -0.43
H -4.96 -2.73 -0.71
H -3.78 -2.89 0.60
H -3.28 -3.13 -1.09
C -2.67 -1.11 -3.01
H -3.57 -1.33 -3.59
H -2.14 -2.05 -2.81
H -2.03 -0.47 -3.61
C 5.51 0.72 -1.79
C 5.06 0.64 -3.04
C 5.23 -0.45 -4.06
C 5.65 -1.85 -3.53
C 4.68 -2.42 -2.54
C 4.60 -2.21 -1.22
C 5.46 -1.37 -0.33
C 6.32 -0.28 -1.01
H 5.95 -0.13 -4.83
H 6.67 -1.80 -3.13
H 4.27 -0.56 -4.59
H 7.10 -0.75 -1.63
H 5.25 1.63 -1.22
H 4.48 1.50 -3.41
H 6.86 0.26 -0.20
H 4.79 -0.87 0.40
H 3.81 -2.75 -0.69
H 6.12 -2.02 0.27
H 5.70 -2.52 -4.41
H 3.92 -3.09 -2.98
P 0.40 0.77 -0.75
P -0.55 -1.83 1.01
C 1.62 -0.36 0.04
C 1.11 -1.09 1.27
H 2.49 0.26 0.25
H 1.90 -1.07 -0.75
H 1.75 -1.94 1.55
H 1.03 -0.42 2.13
C -1.15 -2.35 2.57
H -2.12 -2.87 2.49
H -1.25 -1.53 3.29
H -0.37 -3.04 2.90
C -0.34 -3.22 -0.03
H 0.51 -3.79 0.37
H -0.14 -2.96 -1.08
H -1.24 -3.84 -0.01
C 0.78 2.42 -0.24
H 0.05 3.16 -0.60
H 1.76 2.59 -0.68
H 0.85 2.50 0.85
C 0.68 0.66 -2.47
H 0.35 -0.30 -2.90
H 1.76 0.77 -2.61
H 0.16 1.47 -3.00
C 0.82 1.37 3.41
C -0.62 1.64 3.45
C -0.93 2.27 4.65
C -2.27 2.48 4.70
C -2.87 1.99 3.54
C -4.35 2.33 3.66
N -1.82 1.43 2.74
H 1.36 2.09 4.06
H 1.34 1.54 2.47
H 1.03 0.43 3.94
H -0.25 2.56 5.45
H -2.77 2.98 5.54
H -4.74 1.83 4.58
H -4.44 3.42 3.85
H -5.10 2.15 2.90
```

---

4.
# C9H19InNO

A molecular structure, C9H19InNO in a non-equilibrium geometry (ωB97M-V with the def2-TZVPD basis set, the Open Molecules 2025 dataset).

## Properties
Multiplicity ... 2
Lowest unoccupied orbital energy (spin up / spin down) ... -21.586 / -21.574 eV
Total charge ... +4
DFT total energy ... -18292.712 eV
Energy relative to the best compared isomer or geometry (same formula, charge and spin) ... 0.00 kcal/mol
Gap between HOMO and LUMO (spin up / spin down) ... 4.913 / 4.930 eV

```
31
C9H19InNO ωB97M-V with the def2-TZVPD basis set
In 2.40 2.96 1.75
C -1.26 1.76 1.70
C -0.93 0.60 0.70
C -1.53 0.91 -0.69
C -1.22 -0.02 -1.85
C 0.38 -0.08 -1.85
C 1.11 -0.42 -0.51
N 0.54 0.37 0.60
O 1.17 0.14 1.81
C 1.07 -2.03 -0.14
C 2.56 -0.03 -0.75
C -1.67 -0.76 1.14
H -1.19 1.29 2.68
H -2.32 2.00 1.68
H -0.69 2.68 1.75
H -2.60 0.72 -0.64
H -1.47 1.95 -1.00
H -1.48 0.46 -2.79
H -1.63 -1.03 -1.90
H 0.78 0.80 -2.35
H 0.64 -0.91 -2.51
H 0.07 -2.44 -0.29
H 1.71 -2.64 -0.77
H 1.40 -2.28 0.87
H 2.87 0.95 -0.38
H 3.12 -0.81 -0.22
H 2.97 -0.25 -1.74
H -2.62 -0.37 1.50
H -1.20 -1.40 1.89
H -1.88 -1.37 0.26
H 0.89 -0.75 2.03
```

---

5.
# C4H4O2

A molecular structure, C4H4O2 in a non-equilibrium geometry (ωB97M-V with the def2-TZVPD basis set, the Open Molecules 2025 dataset).

## Properties
Lowest unoccupied orbital energy ... 0.168 eV
DFT total energy ... -8302.237 eV
Energy relative to the best compared isomer or geometry (same formula, charge and spin) ... 111.63 kcal/mol
Gap between HOMO and LUMO ... 10.399 eV

```
10
C4H4O2 ωB97M-V with the def2-TZVPD basis set
C 2.21 0.18 0.16
C 0.62 -0.12 -0.43
C -0.59 -0.19 -0.24
C -2.13 0.22 -0.03
H 1.96 1.06 1.19
H 2.87 -0.87 0.20
H 2.90 0.84 -0.70
H -2.43 -1.74 -0.16
O -2.90 -0.75 0.12
O -2.51 1.37 -0.10
```